--- w ---
ORCA calculation (ωB97M-V/def2-TZVPD) on 19 unconnected molecules or ions with the total composition H39O19.

Cartesian coordinates (Å):
1 O -2.29 -3.64 0.30
2 H -1.01 0.98 -3.72
3 H -3.15 -3.78 0.78
4 O -0.11 3.02 2.66
5 H 0.35 2.17 2.51
6 H 0.17 3.44 3.50
7 O -1.02 2.64 -1.29
8 H -0.60 3.34 -0.72
9 H -2.03 2.94 -1.76
10 O 1.09 4.04 -0.15
11 H 1.95 4.17 -0.57
12 H -3.31 1.60 -2.24
13 O -3.70 1.82 0.35
14 H -4.03 1.19 1.05
15 H -3.53 1.05 -0.20
16 O 1.35 -0.84 3.35
17 H 1.15 -0.87 4.32
18 H 2.22 -1.12 3.02
19 O 1.64 2.29 -1.68
20 H -0.56 1.54 -4.94
21 H 1.83 1.30 -1.79
22 O -0.25 1.54 -4.03
23 H 2.11 2.37 -0.85
24 O 3.05 -2.00 1.73
25 H 3.23 -2.70 2.35
26 H 2.77 -2.51 0.93
27 O 3.49 1.42 2.40
28 H 4.11 1.80 1.79
29 H 1.15 -3.59 -1.55
30 O 2.00 -0.32 -2.44
31 H -0.19 2.35 -1.82
32 H 2.05 -0.81 -3.25
33 O -3.27 2.57 -2.30
34 H -3.80 2.76 -1.42
35 H 1.08 0.11 -2.39
36 O -1.88 3.61 1.12
37 H 3.68 0.50 2.58
38 H -2.05 -4.53 0.04
39 O -0.98 -1.16 2.00
40 H -0.15 -1.20 2.47
41 H 1.25 3.85 0.80
42 O -0.93 0.23 -0.32
43 H -1.50 -0.52 -0.24
44 H -0.10 0.26 0.11
45 O 0.46 -4.18 2.65
46 H 0.59 -5.05 -0.63
47 H 1.20 -4.10 3.26
48 O 0.74 -4.43 0.14
49 H 0.64 -3.51 1.96
50 H 0.30 -4.78 0.91
51 O 0.82 -3.42 -2.45
52 H 1.38 -4.18 -2.74
53 H -2.52 3.92 1.86
54 O -0.82 -0.92 -2.99
55 H -0.84 -1.15 -2.06
56 H -0.63 -1.81 -3.32
57 H -1.26 4.33 1.10
58 H -1.30 -2.07 1.83

Charge: +1
Orbital gap: 10.27 eV

Löwdin atomic charge list, values in e, 2 entries:
1 O -0.057
2 H 0.030

--- x ---
ORCA calculation (ωB97M-V/def2-TZVPD) on a molecular structure, H39O19.

Cartesian coordinates (Å):
1 O 2.24 3.03 0.32
2 H 2.39 -1.11 -0.50
3 H 1.59 3.53 -0.09
4 O -4.07 -1.09 -0.53
5 H -3.56 -0.74 -1.03
6 H -4.99 -1.19 -0.99
7 O -0.18 -2.12 2.85
8 H -1.20 -0.49 2.29
9 H 0.38 -2.79 2.48
10 O -2.55 -1.40 3.09
11 H -2.59 -1.94 2.28
12 H 3.53 -3.08 2.10
13 O 2.98 -0.51 3.99
14 H 3.00 0.19 3.18
15 H 2.26 -0.34 4.66
16 O -4.46 0.40 -2.69
17 H -4.43 1.24 -2.23
18 H -3.67 0.44 -3.30
19 O 0.18 -1.09 -1.30
20 H 2.55 0.30 0.22
21 H 0.49 -0.88 -2.23
22 O 2.13 -0.55 0.32
23 H -0.33 -1.95 -1.29
24 O -1.95 -0.82 -3.14
25 H -1.24 -0.12 -3.05
26 H -1.85 -1.29 -2.36
27 O -2.74 -3.37 -0.71
28 H -2.80 -2.49 -0.32
29 H 2.57 -1.83 -2.22
30 O 4.20 -0.87 -1.25
31 H -0.09 -1.94 3.71
32 H 3.95 -1.39 -0.48
33 O 2.68 -2.63 1.91
34 H 2.68 -1.86 2.61
35 H 5.00 -1.16 -1.56
36 O -0.61 0.11 2.77
37 H -3.34 -3.40 -1.47
38 H 3.03 3.46 0.17
39 O -0.28 2.48 2.88
40 H -1.02 2.87 2.24
41 H -3.29 -0.78 3.33
42 O 0.78 1.18 0.93
43 H 1.13 0.15 0.25
44 H 1.26 1.94 1.39
45 O -2.41 2.45 -3.01
46 H -0.17 1.60 -0.47
47 H -1.50 2.80 -2.82
48 O -0.35 1.67 -1.40
49 H -2.43 2.45 -4.00
50 H -1.28 1.40 -1.43
51 O 2.46 -2.14 -3.15
52 H 3.40 -2.14 -3.48
53 H 0.26 0.68 1.86
54 O 1.46 4.17 -2.09
55 H 0.72 4.66 -2.42
56 H 0.93 3.37 -2.09
57 H -0.29 -0.05 3.54
58 H -0.57 2.97 3.74

Charge: +1
Orbital gap: 10.25 eV

Löwdin atomic charge list, values in e, 2 entries:
1 O 0.018
2 H 0.112

The winner here is w, beating the second structure by 372.1 kJ/mol.

--- w ---
ORCA calculation (ωB97M-V/def2-TZVPD) on 10 unconnected molecules or ions with the total composition C24H74N6O10.

Cartesian coordinates (Å):
1 C 13.78 1.54 10.27
2 O 14.61 2.02 11.37
3 C 14.52 3.39 11.66
4 C 15.63 3.98 12.55
5 C 15.54 5.49 12.58
6 N 16.89 3.65 12.03
7 H 13.90 1.95 9.27
8 H 12.75 1.78 10.54
9 H 13.93 0.47 10.14
10 H 14.67 3.90 10.71
11 H 13.54 3.64 12.08
12 H 15.58 3.64 13.58
13 H 14.52 5.85 12.68
14 H 15.80 5.95 11.63
15 H 16.30 5.91 13.25
16 H 16.75 2.70 11.72
17 H 16.84 4.15 11.15
18 C 9.15 3.65 1.06
19 O 8.38 3.85 2.28
20 C 9.06 3.45 3.44
21 C 8.32 3.93 4.70
22 C 8.93 3.48 6.03
23 N 6.95 3.53 4.71
24 H 10.07 4.23 1.08
25 H 8.63 4.23 0.30
26 H 9.31 2.67 0.60
27 H 9.17 2.37 3.46
28 H 10.07 3.85 3.37
29 H 8.44 5.01 4.70
30 H 10.00 3.67 6.03
31 H 8.91 2.40 6.14
32 H 8.51 3.86 6.97
33 H 6.54 3.83 3.85
34 H 7.06 2.56 4.46
35 C -3.03 -2.05 6.98
36 O -1.80 -1.37 6.93
37 C -1.41 -0.93 8.24
38 C -0.21 0.04 8.06
39 C 1.01 -0.66 7.44
40 N 0.21 0.66 9.30
41 H -3.91 -1.42 7.06
42 H -3.04 -2.71 7.85
43 H -3.26 -2.68 6.12
44 H -2.14 -0.35 8.80
45 H -1.06 -1.82 8.76
46 H -0.51 0.93 7.50
47 H 1.34 -0.02 6.62
48 H 0.78 -1.64 7.05
49 H 1.85 -0.72 8.13
50 H 1.12 1.09 9.35
51 H -0.49 1.34 9.58
52 C 8.69 4.27 13.94
53 O 8.86 3.19 14.85
54 C 8.19 1.99 14.48
55 C 8.24 0.95 15.58
56 C 9.58 0.69 16.23
57 N 7.58 -0.25 15.07
58 H 7.68 4.68 14.02
59 H 8.78 3.99 12.89
60 H 9.40 5.03 14.27
61 H 7.12 2.11 14.29
62 H 8.63 1.59 13.57
63 H 7.52 1.16 16.38
64 H 9.94 1.63 16.65
65 H 10.26 0.37 15.44
66 H 9.47 -0.12 16.96
67 H 6.65 -0.02 14.73
68 H 7.26 -0.80 15.86
69 C 12.93 -10.69 7.67
70 O 12.31 -9.56 8.21
71 C 12.76 -8.26 7.57
72 C 11.78 -7.18 8.17
73 C 11.89 -5.81 7.48
74 N 12.02 -6.98 9.65
75 H 12.58 -11.63 8.09
76 H 13.93 -10.66 8.12
77 H 12.97 -10.92 6.60
78 H 13.81 -8.05 7.75
79 H 12.56 -8.26 6.50
80 H 10.80 -7.62 7.98
81 H 11.41 -5.04 8.08
82 H 11.53 -5.83 6.45
83 H 12.91 -5.45 7.36
84 H 11.87 -7.84 10.15
85 H 11.29 -6.33 9.92
86 C 0.23 -6.19 10.73
87 O 0.85 -6.21 12.04
88 C 1.30 -4.95 12.56
89 C 2.55 -4.44 11.83
90 C 3.85 -5.22 12.24
91 N 2.76 -3.04 12.20
92 H 0.13 -7.13 10.19
93 H 0.75 -5.73 9.90
94 H -0.81 -5.89 10.85
95 H 0.46 -4.26 12.42
96 H 1.51 -5.08 13.62
97 H 2.43 -4.42 10.75
98 H 4.74 -4.73 11.84
99 H 4.00 -6.27 11.99
100 H 3.95 -5.12 13.32
101 H 2.06 -2.47 11.75
102 H 3.58 -2.79 11.67
103 O 6.99 -0.74 9.83
104 H 6.88 -1.25 9.03
105 H 7.80 -1.08 10.22
106 O 4.82 2.79 9.43
107 H 5.27 1.97 9.65
108 H 4.98 2.90 8.49
109 O 7.15 -1.88 5.94
110 H 7.96 -2.03 5.44
111 H 6.51 -1.64 5.28
112 O 9.84 -2.62 12.30
113 H 9.16 -2.46 12.96
114 H 10.66 -2.54 12.78

Orbital gap: 9.02 eV

Löwdin atomic charge list, values in e, 2 entries:
1 C -0.079
2 O -0.191

--- x ---
ORCA calculation (ωB97M-V/def2-TZVPD) on 10 unconnected molecules or ions with the total composition C24H74N6O10.

Cartesian coordinates (Å):
1 C 1.69 -1.99 -2.29
2 O 0.36 -2.51 -2.52
3 C -0.43 -1.49 -3.08
4 C -1.89 -1.99 -3.41
5 C -1.86 -2.62 -4.80
6 N -2.88 -0.92 -3.46
7 H 2.33 -2.79 -1.91
8 H 1.87 -1.14 -1.64
9 H 2.17 -1.81 -3.25
10 H -0.62 -0.76 -2.30
11 H -0.04 -0.99 -3.97
12 H -2.02 -2.68 -2.57
13 H -1.56 -1.86 -5.52
14 H -2.81 -3.10 -5.03
15 H -1.12 -3.42 -4.88
16 H -3.67 -1.54 -3.38
17 H -2.87 -0.41 -2.59
18 C 8.14 1.12 -0.11
19 O 7.00 0.31 -0.16
20 C 5.82 0.98 0.29
21 C 4.61 0.10 -0.18
22 C 3.33 0.79 0.23
23 N 4.59 -1.27 0.42
24 H 9.02 0.57 -0.44
25 H 8.30 1.43 0.92
26 H 8.06 2.01 -0.74
27 H 5.87 1.26 1.35
28 H 5.74 1.91 -0.27
29 H 4.60 -0.09 -1.26
30 H 2.45 0.17 0.07
31 H 3.13 1.72 -0.31
32 H 3.38 1.20 1.24
33 H 4.41 -1.24 1.42
34 H 5.51 -1.62 0.23
35 C 2.06 3.72 2.58
36 O 1.78 4.29 1.35
37 C 0.36 4.53 1.16
38 C 0.09 5.73 0.30
39 C 0.49 6.95 1.08
40 N -1.32 5.79 -0.11
41 H 3.12 3.46 2.60
42 H 1.55 2.80 2.83
43 H 1.98 4.42 3.41
44 H -0.07 3.63 0.73
45 H -0.16 4.54 2.12
46 H 0.72 5.64 -0.59
47 H -0.06 7.10 2.01
48 H 0.20 7.82 0.50
49 H 1.55 6.90 1.30
50 H -1.95 5.41 0.58
51 H -1.59 6.74 -0.34
52 C -6.88 5.64 -0.26
53 O -5.63 5.07 -0.09
54 C -5.40 3.89 -0.89
55 C -3.96 3.37 -0.99
56 C -3.86 2.51 -2.21
57 N -3.55 2.65 0.20
58 H -7.02 6.33 -1.10
59 H -7.13 6.22 0.63
60 H -7.65 4.88 -0.36
61 H -6.06 3.17 -0.41
62 H -5.85 4.02 -1.88
63 H -3.31 4.24 -1.14
64 H -4.79 1.97 -2.38
65 H -3.09 1.74 -2.12
66 H -3.73 3.16 -3.07
67 H -3.42 3.37 0.89
68 H -2.58 2.41 0.08
69 C -2.22 -1.98 3.32
70 O -0.90 -1.81 2.75
71 C -0.04 -2.92 2.99
72 C 1.46 -2.61 2.59
73 C 1.95 -1.22 3.10
74 N 1.60 -2.60 1.14
75 H -2.09 -2.11 4.39
76 H -2.73 -2.83 2.86
77 H -2.97 -1.22 3.11
78 H -0.01 -3.10 4.07
79 H -0.32 -3.80 2.41
80 H 2.20 -3.28 3.03
81 H 1.79 -0.40 2.41
82 H 3.03 -1.34 3.21
83 H 1.49 -0.98 4.06
84 H 1.48 -3.52 0.72
85 H 2.55 -2.34 0.93
86 C 3.03 -5.25 -0.54
87 O 1.73 -5.00 -0.17
88 C 0.80 -5.50 -1.14
89 C -0.64 -5.34 -0.58
90 C -1.62 -5.75 -1.63
91 N -0.82 -3.91 -0.37
92 H 3.21 -6.28 -0.85
93 H 3.71 -5.16 0.31
94 H 3.39 -4.52 -1.26
95 H 0.97 -5.03 -2.11
96 H 0.88 -6.56 -1.35
97 H -0.75 -5.81 0.40
98 H -2.51 -6.06 -1.08
99 H -1.31 -6.64 -2.17
100 H -1.91 -5.09 -2.45
101 H -0.30 -3.52 -1.14
102 H -0.18 -3.60 0.35
103 O 0.13 1.98 5.02
104 H -0.45 2.17 5.76
105 H -0.46 1.72 4.31
106 O -3.03 -0.16 -0.46
107 H -3.48 0.58 -0.04
108 H -2.14 -0.11 -0.12
109 O -3.61 -2.89 -0.22
110 H -2.82 -3.42 -0.32
111 H -3.29 -1.99 -0.10
112 O -0.28 -0.49 0.56
113 H 0.65 -0.67 0.52
114 H -0.60 -1.03 1.29

Orbital gap: 9.25 eV

Löwdin atomic charge list, values in e, 2 entries:
1 C -0.070
2 O -0.207

The winner here is x, beating the second structure by 237.8 kJ/mol.

--- w ---
ORCA calculation (ωB97M-V/def2-TZVPD) on a single C11H10N4 molecule.

Cartesian coordinates (Å):
1 C 0.09 2.43 1.34
2 C -0.72 1.75 0.49
3 C 0.11 0.44 0.08
4 C 0.16 0.13 -1.40
5 C -0.69 0.52 -2.46
6 N -0.22 0.02 -3.59
7 C 0.88 -0.67 -3.33
8 N 1.11 -0.64 -1.99
9 C -0.39 -0.73 0.85
10 C 0.25 -1.69 1.56
11 N -0.63 -2.49 2.16
12 C -1.79 -2.08 1.82
13 N -1.71 -0.96 1.04
14 C 1.52 0.77 0.65
15 C 1.45 1.86 1.41
16 H -0.13 3.30 1.89
17 H -1.65 1.91 0.26
18 H -1.65 1.02 -2.52
19 H 1.55 -1.21 -4.00
20 H 1.73 -1.22 -1.40
21 H 1.30 -1.96 1.70
22 H -2.62 -2.59 2.10
23 H -2.49 -0.44 0.73
24 H 2.38 0.14 0.39
25 H 2.18 2.39 2.19

Orbital gap: 9.07 eV

Löwdin atomic charge list, values in e, 2 entries:
1 C -0.066
2 C 0.035

--- x ---
ORCA calculation (ωB97M-V/def2-TZVPD) on a single C11H10N4 molecule.

Cartesian coordinates (Å):
1 C 3.57 0.42 0.75
2 C 3.54 -1.58 -0.42
3 C 1.02 0.98 0.74
4 C 0.71 0.63 -1.53
5 C -3.24 0.84 -0.84
6 C -2.13 1.07 -0.22
7 C -1.32 -0.05 1.70
8 C -1.37 -1.37 -0.51
9 C 4.02 -0.27 -0.26
10 C 0.29 0.41 -0.18
11 C -1.10 -0.02 0.18
12 N 3.00 0.82 1.71
13 N 3.03 -2.60 -0.52
14 N 1.85 1.50 1.48
15 N 1.00 0.76 -2.65
16 H -3.87 1.76 -1.12
17 H -3.54 -0.02 -1.28
18 H -1.80 2.13 -0.02
19 H -0.81 -0.90 2.09
20 H -2.43 -0.02 1.87
21 H -0.94 0.89 2.20
22 H -0.53 -2.09 -0.15
23 H -2.37 -1.84 -0.36
24 H -1.19 -1.58 -1.60
25 H 4.63 0.15 -1.05

Orbital gap: 9.63 eV

Löwdin atomic charge list, values in e, 2 entries:
1 C -0.093
2 C -0.250

The winner here is w, beating the second structure by 427.7 kJ/mol.